A.
Molecular formula: C2H10O4
Method: DFT, ωB97M-V/def2-TZVPD

Bonds (Å) are listed after each position.
Cartesian coordinates (Å):
1 C -0.98410 -2.50582 -0.73811  C2 1.361, H4 1.044, H5 1.021
2 C -0.51891 -1.41248 -1.40186  C1 1.361, O3 1.336, H6 1.098
3 O -0.67253 -0.17246 -0.92857  C2 1.336, H7 0.985
4 H -1.11336 -3.42470 -1.21598  C1 1.044
5 H -1.34978 -2.51929 0.21552  C1 1.021
6 H 0.13979 -1.39297 -2.28042  C2 1.098
7 H 0.06898 0.06094 -0.32365  O3 0.985
8 O -0.37620 4.01056 -0.06480  H9 0.966, H10 1.015
9 H -1.17763 3.99844 -0.60321  O8 0.966
10 H -0.18789 4.91886 0.34608  O8 1.015
11 O 0.99108 -1.73696 1.73103  H12 0.910, H13 0.901
12 H 0.45961 -2.46463 1.60147  O11 0.910
13 H 1.81765 -2.07503 1.61101  O11 0.901
14 O 1.23819 1.25337 0.58689  H15 0.977, H16 0.960
15 H 0.63125 1.39223 1.33931  O14 0.977
16 H 1.03384 2.06995 0.12529  O14 0.960

Properties
LUMO = 0.52 eV
gap between HOMO and LUMO = 9.4 eV

B.
Molecular formula: C2H10O4
Method: DFT, ωB97M-V/def2-TZVPD

Bonds (Å) are listed after each position.
Cartesian coordinates (Å):
1 C 1.76968 -0.52893 0.37364  C2 1.484, H4 1.090, H5 1.090, H6 1.087
2 C 1.24005 -1.84694 0.80247  C1 1.484, O3 1.204, H7 1.106
3 O 0.95967 -2.78736 0.10477  C2 1.204
4 H 1.95769 -0.47283 -0.69868  C1 1.090
5 H 1.10571 0.29103 0.64635  C1 1.090
6 H 2.73075 -0.36093 0.85289  C1 1.087
7 H 1.08183 -1.94603 1.89303  C2 1.106
8 O -1.67566 -1.94163 -0.64401  H9 0.974, H10 0.963
9 H -0.91433 -2.46777 -0.94685  O8 0.974
10 H -2.41602 -2.31164 -1.13650  O8 0.963
11 O -1.61071 1.39386 -0.28142  H12 0.963, H13 0.961
12 H -1.86651 0.49674 -0.04341  O11 0.963
13 H -1.99956 1.57147 -1.14266  O11 0.961
14 O 0.06503 3.75505 -0.27419  H15 0.964, H16 0.981
15 H -0.10393 4.26783 0.52492  O14 0.964
16 H -0.32368 2.88806 -0.03036  O14 0.981

Properties
LUMO = 0.62 eV
gap between HOMO and LUMO = 10.8 eV

Which structure is the least stable? The one labeled A.

A.
Molecular formula: C2H10O4
Method: DFT, ωB97M-V/def2-TZVPD

Bonds (Å) are listed after each position.
Cartesian coordinates (Å):
1 C -2.45844 -1.36539 -0.24109  C2 1.491, H4 1.088, H5 1.092, H6 1.086
2 C -1.75763 -1.05787 1.03900  C1 1.491, O3 1.200, H7 1.109
3 O -1.29370 0.01379 1.31415  C2 1.200
4 H -2.30833 -0.61708 -1.01713  C1 1.088
5 H -2.13333 -2.33189 -0.63257  C1 1.092
6 H -3.50690 -1.51344 -0.00109  C1 1.086
7 H -1.70210 -1.89809 1.76100  C2 1.109
8 O -0.46837 2.73270 0.95317  H9 0.967, H10 0.968
9 H -0.73447 1.81734 1.11297  O8 0.967
10 H -1.23990 3.15059 0.54514  O8 0.968
11 O 1.84786 0.24967 -0.08267  H12 0.963, H13 0.964
12 H 2.23083 1.11569 -0.26015  O11 0.963
13 H 0.89557 0.39664 -0.11153  O11 0.964
14 O 4.20768 -0.35768 -1.84185  H15 0.963, H16 0.968
15 H 4.87696 0.16434 -1.38597  O14 0.963
16 H 3.54425 -0.49932 -1.15139  O14 0.968

Properties
LUMO = 0.64 eV
gap between HOMO and LUMO = 11.4 eV

B.
Molecular formula: C2H10O4
Method: DFT, ωB97M-V/def2-TZVPD

Bonds (Å) are listed after each position.
Cartesian coordinates (Å):
1 C 1.50352 0.73563 0.39123  C2 1.521, H4 1.082, H5 1.104, H6 1.114
2 C 0.04525 0.31467 0.48798  C1 1.521, O3 1.214, H7 1.096
3 O -0.30831 -0.37376 1.42274  C2 1.214
4 H 1.89694 0.82982 -0.61226  C1 1.082
5 H 2.13284 -0.02016 0.89271  C1 1.104
6 H 1.71729 1.51966 1.15383  C1 1.114
7 H -0.38439 0.64329 -0.46494  C2 1.096
8 O -2.70641 0.63672 2.13467  H9 0.978, H10 0.971
9 H -1.88072 0.15549 1.92471  O8 0.978
10 H -3.20508 0.00802 2.68122  O8 0.971
11 O -0.65424 2.42156 1.20085  H12 0.967, H13 0.965
12 H -1.04116 3.29213 1.03345  O11 0.967
13 H -1.07896 2.05022 1.98406  O11 0.965
14 O 1.34830 -4.17099 -5.12166  H15 0.961, H16 0.960
15 H 2.02138 -4.25460 -4.44097  O14 0.961
16 H 0.59374 -3.78771 -4.66762  O14 0.960

Properties
LUMO = 0.59 eV
gap between HOMO and LUMO = 10.7 eV

Which structure is the least stable? The one labeled B.

A.
Molecular formula: BrFH2Si
Method: DFT, ωB97M-V/def2-TZVPD

Bonds (Å) are listed after each position.
Cartesian coordinates (Å):
1 F 1.38737 2.39083 -0.03742  no bonds
2 Si -0.10497 -0.37245 -0.06905  Br3 2.214, H4 1.576, H5 1.443
3 Br -2.31533 -0.23807 -0.05363  Si2 2.214
4 H 0.35976 -0.91004 1.33808  Si2 1.576
5 H 0.67317 -0.87027 -1.17798  Si2 1.443

Properties
LUMO = -2.78 eV
gap between HOMO and LUMO = 6.9 eV

B.
Molecular formula: BrFH2Si
Method: DFT, ωB97M-V/def2-TZVPD

Bonds (Å) are listed after each position.
Cartesian coordinates (Å):
1 F 0.02020 1.84099 0.17491  Si2 1.586
2 Si 0.02253 0.25492 0.19677  F1 1.586, Br3 2.138, H4 1.522
3 Br -1.90405 -0.52400 -0.30582  Si2 2.138
4 H 0.81761 -0.33126 1.35423  Si2 1.522
5 H 1.04371 -1.24064 -1.42008  no bonds

Properties
LUMO = -0.47 eV
gap between HOMO and LUMO = 8.5 eV

C.
Molecular formula: BrFH2Si
Method: DFT, ωB97M-V/def2-TZVPD

Bonds (Å) are listed after each position.
Cartesian coordinates (Å):
1 F -0.44048 -2.27227 0.17120  Si2 1.914
2 Si -0.64871 -0.37435 0.03503  F1 1.914, Br3 2.135, H4 1.439, H5 1.409
3 Br -2.69100 0.24214 -0.05738  Si2 2.135
4 H -0.29741 -0.31214 -1.35926  Si2 1.439
5 H -0.28825 0.41123 1.14762  Si2 1.409

Properties
LUMO = 0.44 eV
gap between HOMO and LUMO = 11.5 eV

Which structure is the least stable? The one labeled A.

A.
Molecular formula: C5H8O2S
Method: DFT, ωB97M-V/def2-TZVPD

Bonds (Å) are listed after each position.
Cartesian coordinates (Å):
1 C 1.91257 1.74866 0.79208  C2 1.395, H9 1.258, H10 1.239
2 C 2.00579 0.63637 -0.04455  C1 1.395, C3 1.497, H11 0.962
3 C 1.17335 -0.48611 -0.58146  C2 1.497, O4 1.335, C5 1.570, H12 1.211
4 O 1.94165 -1.51815 -0.22632  C3 1.335, H13 0.952
5 C -0.31031 -0.51971 -0.06930  C3 1.570, O6 1.201, S7 1.749
6 O -0.54772 -1.13549 0.93458  C5 1.201
7 S -1.45188 0.63702 -0.71476  C5 1.749, C8 1.938
8 C -2.86881 -0.03213 0.42562  S7 1.938, H14 1.154, H15 1.165, H16 1.074
9 H 0.80362 2.17848 1.20275  C1 1.258
10 H 3.00721 2.31665 0.67505  C1 1.239
11 H 2.77661 0.45867 -0.59145  C2 0.962
12 H 1.38405 -0.18206 -1.73439  C3 1.211
13 H 1.85072 -1.46101 0.71993  O4 0.952
14 H -2.65396 -1.12019 0.74427  C8 1.154
15 H -2.71819 0.45281 1.47401  C8 1.165
16 H -3.84699 0.31096 0.14568  C8 1.074

Properties
LUMO = 0.55 eV
gap between HOMO and LUMO = 10.2 eV

B.
Molecular formula: C5H8O2S
Method: DFT, ωB97M-V/def2-TZVPD

Bonds (Å) are listed after each position.
Cartesian coordinates (Å):
1 C -0.52136 2.17700 -0.36898  O2 1.306, H9 1.224, H10 1.097, H11 1.223
2 O 0.56022 1.45196 -0.47312  C1 1.306, C3 1.384
3 C 0.71841 0.16242 0.00418  O2 1.384, S4 1.627, C5 1.309
4 S 2.13085 -0.64561 -0.00299  C3 1.627
5 C -0.30065 -0.51211 0.47211  C3 1.309, C6 1.452, C7 1.598, H12 1.191
6 C -1.21215 0.05666 1.44861  C5 1.452, H13 1.141, H14 1.185, H15 1.111
7 C -1.02505 -1.43974 -0.60945  C5 1.598, O8 1.226, H16 1.209
8 O -2.17164 -1.02746 -0.74848  C7 1.226
9 H -0.60945 3.20244 -1.03146  C1 1.224
10 H -1.48784 1.67962 -0.51627  C1 1.097
11 H -0.65663 2.32879 0.83710  C1 1.223
12 H 0.18793 -1.31149 1.20824  C5 1.191
13 H -1.98389 0.73045 0.94740  C6 1.141
14 H -0.54599 0.76607 2.12513  C6 1.185
15 H -1.57201 -0.88676 1.91125  C6 1.111
16 H -0.48953 -2.24073 -1.33960  C7 1.209

Properties
LUMO = -0.27 eV
gap between HOMO and LUMO = 8.4 eV

C.
Molecular formula: C5H8O2S
Method: DFT, ωB97M-V/def2-TZVPD

Bonds (Å) are listed after each position.
Cartesian coordinates (Å):
1 C -1.41324 0.03158 1.08093  C2 1.468, H9 1.149, H10 1.153, H11 1.117
2 C -1.53592 -0.83813 -0.09493  C1 1.468, O3 1.388, H12 1.171, H13 1.148
3 O -0.26046 -1.11011 -0.56898  C2 1.388, C4 1.447
4 C 0.60376 -0.14902 -1.21907  O3 1.447, C5 1.477, H14 1.095, H15 1.044
5 C 1.07280 0.93517 -0.33272  C4 1.477, O6 1.204, C7 1.513
6 O 0.75724 2.09695 -0.35574  C5 1.204
7 C 2.23752 0.50244 0.53016  C5 1.513, S8 1.644, H16 1.116
8 S 2.94108 -0.94296 0.18492  C7 1.644
9 H -0.90087 0.93537 0.59041  C1 1.149
10 H -0.67796 -0.51162 1.78391  C1 1.153
11 H -2.35436 0.38838 1.56548  C1 1.117
12 H -1.86389 -1.95118 0.06188  C2 1.171
13 H -2.42075 -0.48018 -0.73202  C2 1.148
14 H -0.13620 0.39258 -1.81758  C4 1.095
15 H 1.30770 -0.65430 -1.80182  C4 1.044
16 H 2.64354 1.35500 1.12517  C7 1.116

Properties
LUMO = -1.60 eV
gap between HOMO and LUMO = 7.6 eV

D.
Molecular formula: C5H8O2S
Method: DFT, ωB97M-V/def2-TZVPD

Bonds (Å) are listed after each position.
Cartesian coordinates (Å):
1 C 0.19663 1.10827 -0.46388  C2 1.322, C3 1.567, H9 1.138
2 C 1.49800 1.33592 -0.42476  C1 1.322, S8 1.756, H10 1.019
3 C -0.25761 -0.31797 -0.00079  C1 1.567, C4 1.535, C5 1.563, O7 1.372
4 C -1.33495 -0.90839 -0.92192  C3 1.535, H11 1.105, H12 1.082, H13 1.058
5 C -0.72754 -0.19104 1.48476  C3 1.563, H14 1.071, H15 1.041, H16 1.009
6 O 3.55581 -0.28649 -0.29336  S8 1.430
7 O 0.81528 -1.16949 -0.07029  C3 1.372, S8 2.031
8 S 2.36098 0.05584 0.41300  C2 1.756, O6 1.430, O7 2.031
9 H -0.55791 1.87660 -0.83232  C1 1.138
10 H 1.86136 2.20434 -0.81510  C2 1.019
11 H -1.89421 -1.74835 -0.47242  C4 1.105
12 H -0.95200 -1.42773 -1.79059  C4 1.082
13 H -1.98610 -0.18694 -1.34102  C4 1.058
14 H -1.53614 -0.82616 1.78391  C5 1.071
15 H -1.07824 0.78126 1.60949  C5 1.041
16 H 0.03665 -0.29969 2.13531  C5 1.009

Properties
LUMO (spin up / spin down) = -0.27 / -0.27 eV
gap between HOMO and LUMO (spin up / spin down) = 9.3 / 9.3 eV

Which structure is the least stable? The one labeled B.

A.
Molecular formula: C3H4INO
Method: DFT, ωB97M-V/def2-TZVPD

Bonds (Å) are listed after each position.
Cartesian coordinates (Å):
1 C 0.38608 -1.39747 -0.81435  C2 1.487, H7 0.994, H8 1.110, H9 1.103
2 C 0.39618 -0.04845 -0.18967  C1 1.487, N3 1.262, H10 1.031
3 N -0.66849 0.59894 0.01336  C2 1.262, C4 1.301
4 C -0.91295 1.68221 0.69085  N3 1.301, O5 1.305, I6 2.262
5 O -1.74870 2.63306 0.37308  C4 1.305
6 I 0.03639 1.73919 2.74358  C4 2.262
7 H -0.54169 -1.71411 -0.98153  C1 0.994
8 H 0.66279 -2.22003 -0.12261  C1 1.110
9 H 1.04114 -1.58565 -1.68177  C1 1.103
10 H 1.34925 0.31231 -0.03094  C2 1.031

Properties
LUMO = -0.95 eV
gap between HOMO and LUMO = 8.7 eV

B.
Molecular formula: C3H4INO
Method: DFT, ωB97M-V/def2-TZVPD

Bonds (Å) are listed after each position.
Cartesian coordinates (Å):
1 O -0.01396 -2.08662 0.34431  N2 1.322, H5 1.029
2 N 1.23468 -1.65148 0.36110  O1 1.322, C3 1.272
3 C 1.49932 -0.62059 -0.33531  N2 1.272, I4 2.115, H6 1.033
4 I 3.43591 0.17900 -0.04836  C3 2.115
5 H -0.49331 -1.38199 -0.23167  O1 1.029
6 H 0.89871 -0.09830 -0.99361  C3 1.033
7 C -0.69334 0.79748 1.14268  C8 1.183, H9 1.005
8 C 0.04109 1.27814 0.34953  C7 1.183, H10 1.121
9 H -1.36652 0.26954 1.67024  C7 1.005
10 H 0.60288 1.82939 -0.44837  C8 1.121

Properties
LUMO = 0.29 eV
gap between HOMO and LUMO = 9.6 eV

Which structure is the least stable? The one labeled B.

A.
Molecular formula: C3HN3O
Method: DFT, ωB97M-V/def2-TZVPD

Bonds (Å) are listed after each position.
Cartesian coordinates (Å):
1 C -2.31741 0.00830 -0.08430  C2 1.248, H8 1.201
2 C -1.07694 -0.07443 -0.18913  C1 1.248, C3 1.359
3 C 0.23666 0.02743 0.14305  C2 1.359, N4 1.301, O7 1.459
4 N 0.91369 1.12422 -0.03688  C3 1.301, N5 1.420
5 N 2.25728 0.66554 -0.03476  N4 1.420, N6 1.201
6 N 2.31915 -0.53196 -0.09997  N5 1.201, O7 1.345
7 O 1.11663 -1.12745 -0.00256  C3 1.459, N6 1.345
8 H -3.44905 -0.09166 0.30456  C1 1.201

Properties
LUMO = -0.81 eV
gap between HOMO and LUMO = 9.9 eV

B.
Molecular formula: C3HN3O
Method: DFT, ωB97M-V/def2-TZVPD

Bonds (Å) are listed after each position.
Cartesian coordinates (Å):
1 C -0.79425 0.98228 0.82487  N4 1.158
2 C 3.35148 -0.42490 0.23994  C3 1.448, N5 1.158
3 C 2.88330 -0.43325 1.60967  C2 1.448, N6 1.229, O7 1.342
4 N -0.44836 0.06973 0.20190  C1 1.158, H8 1.015
5 N 3.68696 -0.26698 -0.85723  C2 1.158
6 N 2.84296 0.08941 2.72077  C3 1.229, O7 1.605
7 O 1.80230 -0.99995 2.16770  C3 1.342, N6 1.605
8 H 0.14163 -0.56073 -0.33072  N4 1.015

Properties
LUMO = -1.19 eV
gap between HOMO and LUMO = 9.8 eV

C.
Molecular formula: C3HN3O
Method: DFT, ωB97M-V/def2-TZVPD

Bonds (Å) are listed after each position.
Cartesian coordinates (Å):
1 C -3.03449 0.71828 1.29984  C3 1.450, N4 1.143
2 C -3.09515 1.29903 -0.99967  C3 1.452, N5 1.144
3 C -2.33193 0.62482 0.03543  C1 1.450, C2 1.452, O7 1.208
4 N -3.65746 0.81840 2.25337  C1 1.143
5 N -3.69369 1.83081 -1.81690  C2 1.144
6 N 0.96213 0.04650 0.75903  H8 1.023
7 O -1.27066 0.07911 -0.15359  C3 1.208
8 H 1.24991 -0.42070 -0.10452  N6 1.023

Properties
LUMO (spin up / spin down) = -2.35 / -2.21 eV
gap between HOMO and LUMO (spin up / spin down) = 8.8 / 8.9 eV

Which structure is the least stable? The one labeled C.